Entry w
2 unconnected molecules or ions with the total composition C4H9N2O, computed with wB97M-V/def2-TZVPD.

Geometry as ORCA input:
```
! wB97M-V def2-TZVPD RIJCOSX def2/J DEFGRID3
* xyz 1 1
C -0.19 0.13 -1.01
C 1.05 0.35 -0.47
C 0.37 -1.69 0.01
N -0.56 -1.14 -0.75
N 1.36 -0.84 0.18
C 1.89 1.62 -0.48
H -0.82 0.77 -1.62
H 0.32 -2.65 0.51
H -1.48 -1.55 -0.98
H 2.17 -0.94 0.82
H 2.75 1.59 -1.17
H 2.25 1.92 0.52
H 1.18 2.38 -0.84
O -3.23 -0.10 2.09
H -3.55 -0.66 1.34
H -3.51 0.81 1.86
*
```

Kohn-Sham gap, eV: 11.08
HOMO, eV: -14.2

Entry x
2 unconnected molecules or ions with the total composition C4H9N2O, computed with wB97M-V/def2-TZVPD.

Geometry as ORCA input:
```
! wB97M-V def2-TZVPD RIJCOSX def2/J DEFGRID3
* xyz 1 1
C 1.04 -2.77 -0.35
C 0.87 -1.24 -0.23
C 0.45 -0.42 -1.20
N -0.09 0.62 -0.66
C 0.09 0.68 0.74
N 0.70 -0.57 0.97
H 1.19 -2.94 -1.41
H 1.96 -3.12 0.17
H 0.16 -3.26 0.03
H 0.64 -0.61 -2.31
H -0.31 1.56 -1.12
H -0.53 1.22 1.31
H 1.06 -1.03 1.86
H -2.44 2.34 1.16
H -3.02 3.66 0.49
O -2.22 3.04 0.48
*
```

Kohn-Sham gap, eV: 10.01
HOMO, eV: -14.1

It is entry w that is most stable; the runner-up trails by 25.3 kcal/mol.

Entry w
C23H27N3O4 in the gas phase, computed with wB97M-V/def2-TZVPD.

Geometry as ORCA input:
```
! wB97M-V def2-TZVPD RIJCOSX def2/J DEFGRID3
* xyz 0 1
C 0.18 4.26 1.52
H 0.37 5.33 1.51
H -0.90 4.11 1.44
H 0.52 3.85 2.47
C 0.90 3.59 0.36
C 2.40 3.86 0.45
H 2.94 3.46 -0.41
H 2.58 4.94 0.48
H 2.81 3.42 1.35
H 0.51 4.00 -0.58
C 0.61 2.09 0.37
N 1.38 1.39 -0.65
C 1.72 0.09 -0.53
O 1.40 -0.58 0.44
C 2.53 -0.46 -1.72
N 3.67 0.35 -2.08
H 3.41 1.23 -2.51
C 4.58 0.58 -0.97
C 4.88 -0.68 -0.21
C 5.91 -0.67 0.73
C 6.20 -1.80 1.47
C 5.46 -2.95 1.28
C 4.43 -2.96 0.36
C 4.13 -1.83 -0.39
C 3.03 -1.87 -1.41
H 3.41 -2.31 -2.33
H 2.21 -2.48 -1.04
H 3.85 -3.86 0.21
H 5.68 -3.84 1.86
H 7.01 -1.78 2.19
H 6.49 0.23 0.87
H 4.18 1.32 -0.24
H 5.51 1.00 -1.38
H 1.85 -0.49 -2.58
H 1.50 1.87 -1.53
H 0.91 1.66 1.34
C -0.88 1.79 0.12
O -1.63 2.58 -0.41
N -1.20 0.54 0.53
C -2.43 -0.13 0.41
C -3.59 0.50 -0.01
C -4.78 -0.22 -0.09
C -4.81 -1.57 0.28
C -3.64 -2.19 0.68
C -2.45 -1.49 0.74
H -1.54 -1.98 1.05
H -3.68 -3.24 0.94
O -5.97 -2.31 0.26
C -7.13 -1.51 0.18
C -6.95 -0.43 -0.89
H -7.84 0.19 -0.98
O -5.90 0.44 -0.53
H -6.73 -0.91 -1.85
H -7.95 -2.18 -0.07
H -7.32 -1.03 1.15
H -3.60 1.54 -0.28
H -0.43 -0.04 0.85
*
```

Structure (SMILES): CC(C)[C@H](NC(=O)[C@@H]1Cc2ccccc2CN1)C(=O)Nc1ccc2c(c1)OCCO2
Kohn-Sham gap, eV: 8.35
HOMO, eV: -7.8

Entry x
C23H27N3O4 in the gas phase, computed with wB97M-V/def2-TZVPD.

Geometry as ORCA input:
```
! wB97M-V def2-TZVPD RIJCOSX def2/J DEFGRID3
* xyz 0 1
O 0.85 0.45 -2.36
C -0.03 0.39 -1.53
N -1.33 0.27 -1.89
H -1.49 0.15 -2.88
C -2.45 0.01 -1.02
C -2.10 0.40 0.43
N -0.78 0.00 0.84
C 0.25 0.52 -0.04
C 0.50 2.02 0.25
C 0.78 2.18 1.73
O 1.77 1.74 2.27
N -0.20 2.77 2.46
C -0.07 3.05 3.87
H 0.80 2.50 4.22
C 0.09 4.56 4.08
C -1.07 5.28 3.39
C -1.15 4.82 1.94
H -2.04 5.21 1.44
H -0.26 5.14 1.39
O -1.29 3.41 1.86
H -0.94 6.36 3.43
H -2.01 5.02 3.90
H 0.11 4.79 5.14
H 1.04 4.88 3.64
H -0.97 2.69 4.38
H 1.38 2.32 -0.31
H -0.35 2.62 -0.06
H 1.19 0.01 0.19
C -0.62 -1.39 1.25
C -0.92 -2.42 0.19
C -0.05 -2.59 -0.88
C -0.37 -3.48 -1.91
C -1.54 -4.22 -1.85
C -2.39 -4.07 -0.76
C -2.08 -3.18 0.25
H -2.76 -3.07 1.09
H -3.29 -4.66 -0.71
H -1.77 -4.89 -2.65
O 0.40 -3.61 -3.03
C 1.73 -3.27 -3.00
C 2.23 -2.54 -4.08
C 3.57 -2.23 -4.12
C 4.42 -2.63 -3.11
C 3.92 -3.36 -2.04
C 2.58 -3.69 -1.99
H 2.19 -4.26 -1.16
H 4.58 -3.69 -1.25
H 5.47 -2.38 -3.14
H 3.96 -1.66 -4.95
H 1.55 -2.23 -4.86
H 0.86 -2.02 -0.93
H -1.29 -1.54 2.10
H 0.40 -1.50 1.61
H -2.17 1.48 0.54
H -2.83 -0.05 1.11
H -2.72 -1.05 -1.07
H -3.31 0.60 -1.36
*
```

Structure (SMILES): O=C1NCCN(Cc2cccc(Oc3ccccc3)c2)[C@@H]1CC(=O)N1CCCCO1
Kohn-Sham gap, eV: 9.00
HOMO, eV: -8.3

Entry y
A molecular structure, C23H27N3O4, computed with wB97M-V/def2-TZVPD.

Geometry as ORCA input:
```
! wB97M-V def2-TZVPD RIJCOSX def2/J DEFGRID3
* xyz 0 1
C -7.33 -2.76 -0.10
H -7.32 -1.74 0.16
O -6.10 -3.30 0.35
C -4.97 -2.89 0.14
C -3.94 -3.68 0.64
C -2.73 -3.13 0.69
C -2.50 -2.02 0.04
C -3.50 -1.25 -0.88
C -4.82 -1.72 -0.72
H -5.53 -1.27 -1.15
H -3.36 -0.22 -1.38
C -1.14 -1.35 -0.36
C -0.55 -0.38 -0.59
N -1.33 1.05 -0.45
C -2.36 1.27 0.27
O -2.85 0.48 1.36
C -2.84 2.50 0.28
C -2.85 3.30 -0.90
C -3.24 4.74 -1.14
C -3.97 5.27 0.14
C -4.07 4.53 1.13
C -3.62 3.35 1.47
H -3.57 2.81 2.30
H -4.56 5.04 2.25
H -4.35 6.39 -0.30
H -3.21 5.19 -2.03
H -2.36 2.72 -1.86
H -0.78 1.90 -0.93
C 0.76 0.11 -0.68
O 1.16 1.25 -1.07
N 1.78 -0.72 -0.77
C 3.14 -0.61 -1.08
H 3.56 -1.23 -1.71
H 3.25 0.31 -1.33
C 3.95 -0.82 0.34
N 5.38 -0.05 0.22
C 6.00 0.00 1.30
H 5.35 0.69 2.32
C 7.33 0.68 1.25
H 7.75 0.91 2.27
O 8.25 -0.27 0.60
C 7.41 -0.38 -0.56
C 6.09 -1.16 -0.59
H 5.68 -1.41 -1.57
H 6.22 -2.04 -0.20
H 8.38 -1.17 -1.36
H 7.50 0.38 -1.31
H 7.33 1.46 0.77
H 6.14 -0.85 1.93
H 3.84 -1.75 0.70
H 3.52 -0.12 1.07
H 1.54 -1.69 -0.41
H -0.12 -2.19 -0.28
H -1.80 -3.63 1.23
H -4.06 -4.44 1.51
H -8.20 -3.24 0.36
H -7.36 -2.83 -1.35
*
```

Kohn-Sham gap, eV: 7.49
HOMO, eV: -7.8

It is entry w that is most stable; the runner-up trails by 47.6 kcal/mol.

Entry w
C7H12N2 in the gas phase, computed with wB97M-V/def2-TZVPD.

Geometry as ORCA input:
```
! wB97M-V def2-TZVPD RIJCOSX def2/J DEFGRID3
* xyz 0 1
C 0.83 0.42 1.76
C -0.56 0.50 1.04
C -0.68 1.88 0.47
C 0.59 1.04 -1.32
C 0.64 -1.41 -1.90
C -0.61 -0.51 0.00
C -1.15 -1.70 0.35
H 0.76 1.06 2.68
H 1.12 -0.65 2.06
H 1.63 0.81 1.09
H -1.39 0.40 1.81
H -1.71 2.03 0.08
H -0.55 2.74 1.16
H 1.23 1.16 -2.20
H -0.08 -1.80 -2.71
H 1.41 -1.07 -2.51
H 0.97 -2.28 -1.12
H -1.25 -2.57 -0.35
H -1.47 -1.77 1.38
N 0.23 2.01 -0.59
N 0.06 -0.28 -1.17
*
```

Structure (SMILES): C=C1[C@@H](C)CN=CN1C
Kohn-Sham gap, eV: 9.05
HOMO, eV: -8.1

Entry x
2 unconnected molecules or ions with the total composition C7H12N2, computed with wB97M-V/def2-TZVPD.

Geometry as ORCA input:
```
! wB97M-V def2-TZVPD RIJCOSX def2/J DEFGRID3
* xyz 0 1
C 0.25 -0.94 0.25
C 0.64 -2.27 -0.37
C -1.26 -0.75 0.23
C 0.99 0.28 -0.79
N 0.74 -0.84 1.58
H 0.48 0.04 2.02
H 1.75 -0.94 1.62
H 1.72 -2.41 -0.33
H 0.18 -3.09 0.19
H 0.31 -2.32 -1.40
H -1.63 -0.72 -0.79
H -1.74 -1.58 0.75
H -1.56 0.15 0.75
H 1.16 1.34 -0.66
H 2.02 -0.08 -0.82
H 0.53 0.14 -1.76
C -0.20 2.33 0.89
C -0.94 2.79 -0.18
C -1.52 3.23 -1.14
N 0.16 2.08 1.96
H -2.06 3.58 -1.97
*
```

Structure (SMILES): CC(C)(C)N.C#CC#N
Kohn-Sham gap, eV: 8.88
HOMO, eV: -8.6

It is entry w that is most stable; the runner-up trails by 39.6 kcal/mol.

Entry w
A molecular structure, C12H12BrN3O3PdS, computed with wB97M-V/def2-TZVPD.

Geometry as ORCA input:
```
! wB97M-V def2-TZVPD RIJCOSX def2/J DEFGRID3
* xyz -2 1
Pd 1.18 -0.98 0.11
O 3.63 -1.94 -0.81
N 3.67 -0.96 0.03
C 4.51 0.06 -0.19
C 4.62 1.14 0.67
C 3.80 1.18 1.79
C 2.94 0.13 2.04
C 2.90 -1.01 1.20
S 2.30 -2.54 1.73
H 5.07 -0.02 -1.11
H 5.33 1.93 0.44
H 3.84 2.04 2.46
H 2.34 0.10 2.94
N 1.55 1.97 -0.78
N 1.42 1.01 -1.86
H 2.52 1.91 -0.48
H 0.96 1.68 0.02
H 0.48 1.13 -2.23
H 1.44 0.02 -1.47
Br -7.63 -0.52 -0.64
C -5.72 -0.52 -0.44
C -5.12 0.48 0.31
C -3.75 0.49 0.41
C -2.97 -0.48 -0.23
C -3.62 -1.49 -0.95
C -4.99 -1.52 -1.06
C -1.46 -0.43 -0.20
O -0.92 0.41 0.55
O -0.87 -1.23 -0.96
H -5.73 1.23 0.80
H -3.24 1.26 0.98
H -3.00 -2.24 -1.43
H -5.49 -2.31 -1.61
*
```

Kohn-Sham gap, eV: 3.10
HOMO, eV: 0.6

Entry x
A molecular structure, C12H12BrN3O3PdS, computed with wB97M-V/def2-TZVPD.

Geometry as ORCA input:
```
! wB97M-V def2-TZVPD RIJCOSX def2/J DEFGRID3
* xyz -2 1
Pd 0.09 0.15 0.40
O 0.55 -1.41 2.67
N 0.43 -0.12 2.92
C 1.23 0.43 3.84
C 1.19 1.77 4.19
C 0.27 2.58 3.52
C -0.58 2.04 2.59
C -0.59 0.64 2.29
S -2.00 -0.16 1.67
H 1.94 -0.26 4.28
H 1.87 2.15 4.94
H 0.21 3.64 3.75
H -1.34 2.64 2.11
N -1.08 -2.59 -1.03
N -1.35 -1.43 -1.85
H -1.07 -2.30 -0.05
H -0.12 -2.84 -1.25
H -0.73 -0.64 -1.59
H -2.28 -1.13 -1.60
Br 6.26 2.24 -5.77
C 4.98 1.88 -4.38
C 5.16 0.77 -3.57
C 4.19 0.49 -2.62
C 3.07 1.30 -2.46
C 2.95 2.43 -3.26
C 3.90 2.73 -4.23
C 1.96 0.94 -1.48
O 1.90 -0.26 -1.13
O 1.20 1.86 -1.12
H 6.02 0.14 -3.69
H 4.28 -0.38 -1.98
H 2.10 3.08 -3.10
H 3.79 3.60 -4.87
*
```

Kohn-Sham gap, eV: 3.35
HOMO, eV: 0.4

It is entry x that is most stable; the runner-up trails by 6.4 kcal/mol.

Entry w
A molecular structure, C4H10O, computed with wB97M-V/def2-TZVPD.

Geometry as ORCA input:
```
! wB97M-V def2-TZVPD RIJCOSX def2/J DEFGRID3
* xyz -1 2
C -0.43 0.09 1.05
O 1.11 2.18 0.65
C -1.55 -0.33 0.25
C 0.34 -0.88 0.09
C 0.59 -0.45 -1.38
H 0.29 1.27 0.75
H -0.33 -0.15 2.12
H 0.72 3.00 0.94
H -1.89 0.19 -0.63
H -2.31 -0.99 0.71
H 0.09 -1.95 0.15
H 1.41 -0.87 0.52
H 1.42 -1.04 -1.76
H 0.81 0.61 -1.46
H -0.26 -0.68 -2.02
*
```

Kohn-Sham gap (spin up / spin down), eV: 5.90 / 7.03
HOMO (spin up / spin down), eV: -1.2 / -2.5

Entry x
2 unconnected molecules or ions with the total composition C4H10O, computed with wB97M-V/def2-TZVPD.

Geometry as ORCA input:
```
! wB97M-V def2-TZVPD RIJCOSX def2/J DEFGRID3
* xyz -1 2
C 0.85 -0.60 1.17
C -0.06 -0.68 0.00
C 0.40 -0.88 -1.23
C -1.51 -0.36 0.25
H 1.15 0.47 1.29
H 1.82 -1.06 1.06
H 0.35 -0.82 2.11
H -0.21 -0.86 -2.13
H 1.45 -1.04 -1.48
H -1.98 0.08 -0.58
H -1.58 0.28 1.13
H -2.02 -1.28 0.57
H 0.40 2.61 -0.01
H 0.31 1.62 -1.19
O 0.61 2.52 -0.95
*
```

Kohn-Sham gap (spin up / spin down), eV: 3.25 / 9.93
HOMO (spin up / spin down), eV: 1.2 / -5.7

It is entry x that is most stable; the runner-up trails by 50.6 kcal/mol.

Entry w
C5H7NO in the gas phase, computed with wB97M-V/def2-TZVPD.

Geometry as ORCA input:
```
! wB97M-V def2-TZVPD RIJCOSX def2/J DEFGRID3
* xyz 0 3
C 0.01 1.55 1.40
C -0.79 -1.22 0.00
C -0.91 -0.50 -1.35
C 1.56 0.08 -0.18
C 0.19 -0.14 -0.30
N 0.82 1.19 0.40
O -1.06 1.04 1.63
H 0.36 2.51 1.76
H -1.61 -1.29 0.68
H -0.43 -2.27 0.06
H -0.62 -1.01 -2.17
H -1.74 0.20 -1.40
H 2.22 -0.49 0.54
H 1.99 0.34 -1.10
*
```

Kohn-Sham gap (spin up / spin down), eV: 6.07 / 7.16
HOMO (spin up / spin down), eV: -5.0 / -9.7

Entry x
A molecular structure, C5H7NO, computed with wB97M-V/def2-TZVPD.

Geometry as ORCA input:
```
! wB97M-V def2-TZVPD RIJCOSX def2/J DEFGRID3
* xyz 0 3
C 2.16 0.13 0.01
C -1.32 1.34 0.41
C -1.04 0.15 -0.12
C 1.32 -0.93 -0.76
C 0.35 -0.76 0.35
N 1.30 0.06 1.07
O 3.18 0.74 -0.22
H -2.32 1.99 0.25
H -0.69 1.68 1.21
H -1.76 -0.31 -0.91
H 1.00 -0.58 -1.73
H 2.06 -1.86 -0.68
H -0.08 -1.63 0.80
H 1.05 0.56 1.93
*
```

Kohn-Sham gap (spin up / spin down), eV: 4.37 / 4.06
HOMO (spin up / spin down), eV: -3.7 / -8.7

It is entry x that is most stable; the runner-up trails by 2.1 kcal/mol.

Entry w
C9H16N2O2 in the gas phase, computed with wB97M-V/def2-TZVPD.

Geometry as ORCA input:
```
! wB97M-V def2-TZVPD RIJCOSX def2/J DEFGRID3
* xyz 0 1
C -0.23 2.74 0.09
C 1.04 2.43 0.75
C -0.77 0.54 -0.54
C 1.33 0.46 -0.25
C -1.33 -2.00 -0.50
C -3.11 -0.30 -0.67
C -1.64 -0.60 1.45
C 4.23 -0.69 -0.19
C -1.66 -0.53 -0.02
N -1.05 1.78 -0.19
N 1.56 1.27 0.84
O 1.90 -0.80 -0.04
O 3.02 -1.09 -0.84
H -0.57 3.76 0.10
H 1.14 3.14 1.58
H -0.47 0.50 -1.52
H 1.51 0.94 -1.19
H -2.12 -2.69 -0.09
H -0.41 -2.30 0.11
H -1.11 -2.05 -1.62
H -3.73 -1.21 -0.43
H -3.49 0.68 -0.59
H -2.93 -0.42 -1.85
H -2.14 -1.44 1.90
H -1.98 0.24 2.00
H -0.59 -0.70 1.76
H 4.71 -1.52 0.32
H 3.95 0.11 0.59
H 4.90 -0.24 -0.96
*
```

Structure (SMILES): COO/C=N/C=C\N=C\C(C)(C)C
Kohn-Sham gap, eV: 8.28
HOMO, eV: -8.2

Entry x
A molecular structure, C9H16N2O2, computed with wB97M-V/def2-TZVPD.

Geometry as ORCA input:
```
! wB97M-V def2-TZVPD RIJCOSX def2/J DEFGRID3
* xyz 0 1
C -1.14 0.22 0.61
C -1.55 -1.19 0.69
C -0.69 -2.11 1.16
C 1.07 -0.45 1.62
C -0.25 -1.87 -1.90
C -0.59 -0.50 -1.24
C 0.38 0.65 -1.81
C 0.11 2.08 -1.25
C 1.24 2.97 -1.65
H 0.37 1.47 1.15
H -2.54 -1.40 0.34
H -0.89 -3.18 1.22
H 1.16 -2.40 2.06
H -0.54 -1.81 -3.02
H 0.79 -2.26 -1.86
H -1.01 -2.67 -1.48
H -0.35 -0.64 -0.21
H -1.71 -0.29 -1.25
H 1.45 0.56 -1.48
H 0.44 0.77 -2.86
H -0.10 2.05 -0.12
H -0.88 2.37 -1.64
H 1.26 2.95 -2.75
H 1.18 3.97 -1.18
H 2.16 2.51 -1.27
N 0.12 0.48 1.19
N 0.59 -1.73 1.57
O -1.81 1.11 0.15
O 2.16 -0.11 2.06
*
```

Kohn-Sham gap, eV: 9.61
HOMO, eV: -9.0

Entry y
2 unconnected molecules or ions with the total composition C9H16N2O2, computed with wB97M-V/def2-TZVPD.

Geometry as ORCA input:
```
! wB97M-V def2-TZVPD RIJCOSX def2/J DEFGRID3
* xyz 0 1
C 2.33 -0.15 0.09
C 1.67 -1.51 -0.28
C 1.72 0.95 -0.80
C 3.84 -0.27 0.05
C 1.87 0.28 1.43
C -4.61 -0.32 0.25
C -4.16 1.13 -0.11
C -2.84 1.50 -0.23
C -2.15 -0.81 -0.33
H 0.56 -1.48 -0.08
H 1.86 -1.74 -1.26
H 2.11 -2.23 0.41
H 1.74 2.09 -0.35
H 2.12 1.18 -1.94
H 0.63 0.83 -0.70
H 4.18 0.88 -0.17
H 4.08 -0.91 -0.72
H 4.12 -0.80 0.95
H 2.22 -0.40 2.17
H 2.26 1.32 1.55
H 0.78 0.40 1.45
H -3.76 -2.06 0.12
H -4.97 1.88 -0.30
H -2.54 2.45 -0.74
H -0.87 0.84 -0.26
N -3.48 -1.16 -0.16
N -1.70 0.50 -0.08
O -5.66 -0.70 0.61
O -1.32 -1.70 -0.56
*
```

Structure (SMILES): O=c1cc[nH]c(=O)[nH]1.CC(C)(C)C
Kohn-Sham gap, eV: 10.13
HOMO, eV: -9.9

It is entry y that is most stable; the runner-up trails by 40.6 kcal/mol.

Entry w
C2H3IS in the gas phase, computed with wB97M-V/def2-TZVPD.

Geometry as ORCA input:
```
! wB97M-V def2-TZVPD RIJCOSX def2/J DEFGRID3
* xyz 0 1
C 0.69 0.23 0.03
C -0.68 -0.34 -0.01
S 0.90 2.09 0.03
I 2.51 -0.93 -0.06
H -0.85 -1.33 -0.41
H -1.39 0.47 -0.52
H -1.19 -0.19 0.94
*
```

Structure (SMILES): CC(=S)I
Kohn-Sham gap, eV: 7.60
HOMO, eV: -8.8

Entry x
C2H3IS in the gas phase, computed with wB97M-V/def2-TZVPD.

Geometry as ORCA input:
```
! wB97M-V def2-TZVPD RIJCOSX def2/J DEFGRID3
* xyz 0 1
C 0.08 0.29 -0.64
C -0.07 -0.34 0.72
S -1.53 1.24 -1.35
I 1.76 0.35 -1.71
H 0.52 0.20 1.35
H 0.44 -1.38 0.64
H -1.20 -0.36 0.99
*
```

Structure (SMILES): CC(=S)I
Kohn-Sham gap, eV: 7.29
HOMO, eV: -8.6

It is entry w that is most stable; the runner-up trails by 14.5 kcal/mol.